{"formula": "C3H8NO2", "method": "wB97M-V/def2-TZVPD", "e_above_lowest_ev": 3.326, "charge": 1, "homo_lumo_gap_ha": 0.37805, "smiles": "[NH3+]C[C@H]1O[C@@H]1O", "lumo_ev": -3.827, "elements": ["N", "C", "C", "O", "C", "O", "H", "H", "H", "H", "H", "H", "H", "H"], "xyz": [[0.273, -1.640, -0.545], [-0.894, -0.973, 0.025], [-0.509, 0.440, 0.555], [0.859, 0.583, 0.936], [0.515, 1.396, -0.115], [0.521, 2.705, -0.177], [0.299, -2.629, -0.793], [0.604, -1.072, -1.384], [0.850, -1.523, 0.250], [-1.234, -1.453, 1.002], [-1.871, -0.823, -0.516], [-1.252, 0.835, 1.213], [1.029, 1.033, -1.090], [0.810, 3.122, 0.638]], "nbo_charge": [-0.68, -0.30, -0.01, -0.50, 0.40, -0.66, 0.46, 0.46, 0.46, 0.25, 0.27, 0.22, 0.12, 0.51]}

---

{"formula": "FHMgNO3S2Tm", "method": "wB97M-V/def2-TZVPD", "charge": 1, "homo_lumo_gap_ha": [0.23819, 0.22858], "spin_multiplicity": 4, "lumo_ev": [-4.820, -5.628], "elements": ["Tm", "N", "S", "S", "O", "O", "F", "Mg", "O", "H"], "xyz": [[-2.895, -0.248, 2.881], [-0.429, -0.948, 0.192], [-1.161, -2.063, 1.387], [-1.284, 0.277, -0.288], [1.831, 1.286, -1.208], [-2.259, 0.720, 0.796], [-2.440, -0.447, -1.326], [1.701, -0.572, -0.682], [3.241, 0.735, -1.212], [3.693, 1.261, -0.539]], "nbo_charge": [1.58, -1.25, -0.32, 1.70, -0.73, -1.12, -0.53, 1.82, -0.65, 0.49]}

---

{"formula": "C72H162F12N9P2", "method": "wB97M-V/def2-TZVPD", "e_above_lowest_ev": 0.000, "charge": 7, "homo_lumo_gap_ha": 0.28973, "lumo_ev": -12.703, "elements": ["C", "C", "C", "N", "C", "C", "C", "C", "C", "H", "H", "H", "H", "H", "H", "H", "H", "H", "H", "H", "H", "H", "H", "H", "H", "H", "H", "C", "C", "C", "N", "C", "C", "C", "C", "C", "H", "H", "H", "H", "H", "H", "H", "H", "H", "H", "H", "H", "H", "H", "H", "H", "H", "H", "C", "C", "C", "N", "C", "C", "C", "C", "C", "H", "H", "H", "H", "H", "H", "H", "H", "H", "H", "H", "H", "H", "H", "H", "H", "H", "H", "C", "C", "C", "N", "C", "C", "C", "C", "C", "H", "H", "H", "H", "H", "H", "H", "H", "H", "H", "H", "H", "H", "H", "H", "H", "H", "H", "C", "C", "C", "N", "C", "C", "C", "C", "C", "H", "H", "H", "H", "H", "H", "H", "H", "H", "H", "H", "H", "H", "H", "H", "H", "H", "H", "C", "C", "C", "N", "C", "C", "C", "C", "C", "H", "H", "H", "H", "H", "H", "H", "H", "H", "H", "H", "H", "H", "H", "H", "H", "H", "H", "C", "C", "C", "N", "C", "C", "C", "C", "C", "H", "H", "H", "H", "H", "H", "H", "H", "H", "H", "H", "H", "H", "H", "H", "H", "H", "H", "C", "C", "C", "N", "C", "C", "C", "C", "C", "H", "H", "H", "H", "H", "H", "H", "H", "H", "H", "H", "H", "H", "H", "H", "H", "H", "H", "C", "C", "C", "N", "C", "C", "C", "C", "C", "H", "H", "H", "H", "H", "H", "H", "H", "H", "H", "H", "H", "H", "H", "H", "H", "H", "H", "P", "F", "F", "F", "F", "F", "F", "P", "F", "F", "F", "F", "F", "F"], "xyz": [[18.068, 6.495, -2.668], [16.683, 7.225, -2.927], [15.689, 6.305, -3.549], [14.265, 6.887, -3.682], [14.263, 8.099, -4.643], [13.303, 5.862, -4.364], [11.925, 6.289, -3.820], [12.164, 7.104, -2.594], [13.626, 7.208, -2.306], [18.015, 5.828, -1.808], [18.726, 7.252, -2.240], [18.546, 6.078, -3.554], [16.949, 8.135, -3.465], [16.313, 7.537, -1.951], [15.516, 5.462, -2.881], [16.016, 6.047, -4.556], [14.791, 8.943, -4.198], [13.271, 8.519, -4.802], [14.711, 7.746, -5.572], [13.513, 5.674, -5.417], [13.583, 4.951, -3.835], [11.518, 6.919, -4.611], [11.205, 5.486, -3.657], [11.720, 8.091, -2.721], [11.513, 6.706, -1.815], [13.991, 8.163, -1.928], [13.936, 6.532, -1.509], [19.829, 12.552, 1.411], [18.415, 11.990, 1.353], [17.266, 13.077, 0.862], [15.853, 12.454, 0.944], [15.706, 11.382, -0.115], [14.688, 13.473, 0.813], [13.716, 13.250, 1.991], [14.113, 11.913, 2.602], [15.562, 11.818, 2.345], [19.903, 13.011, 2.397], [20.135, 13.311, 0.691], [20.547, 11.732, 1.434], [18.145, 11.473, 2.274], [18.453, 11.227, 0.575], [17.403, 13.481, -0.141], [17.299, 13.904, 1.571], [16.460, 10.599, -0.034], [15.843, 11.821, -1.104], [14.714, 11.024, 0.161], [14.194, 13.185, -0.115], [15.061, 14.497, 0.776], [12.664, 13.372, 1.730], [13.875, 14.056, 2.707], [13.725, 10.973, 2.210], [13.798, 11.889, 3.645], [15.970, 10.808, 2.379], [16.083, 12.445, 3.069], [12.083, 3.108, 1.022], [12.223, 3.074, 2.547], [13.681, 3.123, 2.997], [13.917, 3.432, 4.565], [13.194, 2.427, 5.385], [13.530, 4.893, 4.931], [14.483, 5.399, 6.023], [15.628, 4.372, 6.048], [15.444, 3.478, 4.828], [11.093, 3.239, 0.585], [12.551, 2.272, 0.502], [12.583, 4.014, 0.678], [11.647, 2.216, 2.894], [11.622, 3.809, 3.083], [14.309, 3.858, 2.493], [14.104, 2.143, 2.777], [12.125, 2.642, 5.400], [13.459, 2.648, 6.419], [13.496, 1.423, 5.088], [12.481, 4.846, 5.225], [13.617, 5.585, 4.094], [13.907, 5.418, 6.949], [14.884, 6.398, 5.852], [15.566, 3.881, 7.019], [16.609, 4.845, 6.083], [15.794, 2.459, 4.993], [15.976, 3.892, 3.972], [26.164, 7.233, 2.190], [25.196, 7.858, 1.242], [24.231, 6.829, 0.556], [22.957, 7.412, -0.164], [23.436, 7.951, -1.566], [21.915, 6.279, -0.500], [20.645, 6.726, 0.286], [20.746, 8.247, 0.439], [22.255, 8.463, 0.682], [26.651, 6.419, 1.652], [25.654, 6.765, 3.032], [26.848, 7.961, 2.626], [25.888, 8.286, 0.517], [24.757, 8.700, 1.778], [23.822, 6.222, 1.364], [24.654, 6.134, -0.169], [22.584, 8.396, -2.078], [23.697, 7.075, -2.161], [24.305, 8.575, -1.355], [21.650, 6.327, -1.556], [22.310, 5.300, -0.227], [19.791, 6.418, -0.318], [20.568, 6.217, 1.246], [20.405, 8.706, -0.489], [20.070, 8.650, 1.193], [22.606, 9.481, 0.508], [22.465, 8.421, 1.751], [11.601, 7.881, 8.257], [11.899, 6.493, 8.946], [11.280, 6.690, 10.333], [11.187, 5.364, 11.202], [10.646, 5.786, 12.525], [12.536, 4.658, 11.383], [12.754, 3.680, 10.265], [11.291, 3.294, 9.825], [10.309, 4.180, 10.631], [12.209, 8.694, 8.653], [10.548, 8.137, 8.142], [11.974, 7.892, 7.232], [12.966, 6.303, 9.062], [11.405, 5.640, 8.481], [10.238, 7.009, 10.316], [11.763, 7.375, 11.030], [11.354, 6.475, 12.984], [10.461, 4.923, 13.165], [9.700, 6.310, 12.392], [12.587, 4.304, 12.413], [13.361, 5.371, 11.378], [13.170, 2.762, 10.681], [13.445, 4.003, 9.486], [10.927, 2.282, 10.002], [11.228, 3.501, 8.757], [9.799, 3.616, 11.412], [9.512, 4.588, 10.009], [21.176, 11.931, 8.319], [20.331, 10.683, 8.037], [20.272, 10.574, 6.532], [19.431, 9.424, 5.874], [19.965, 8.050, 6.427], [17.892, 9.607, 6.033], [17.222, 8.837, 4.918], [18.339, 8.629, 3.809], [19.603, 9.335, 4.321], [21.406, 12.091, 9.372], [20.686, 12.824, 7.930], [22.154, 11.902, 7.838], [19.390, 10.916, 8.534], [20.837, 9.841, 8.508], [21.204, 10.479, 5.974], [19.887, 11.488, 6.079], [19.813, 8.127, 7.503], [21.033, 7.874, 6.294], [19.358, 7.241, 6.020], [17.698, 9.173, 7.014], [17.683, 10.675, 6.082], [16.765, 7.903, 5.246], [16.365, 9.401, 4.550], [18.521, 7.562, 3.686], [18.028, 8.914, 2.804], [20.578, 8.868, 4.178], [19.737, 10.347, 3.938], [8.909, 11.828, 6.619], [9.443, 10.484, 6.038], [9.733, 10.689, 4.586], [10.177, 9.425, 3.765], [11.411, 8.654, 4.356], [10.560, 9.864, 2.348], [10.518, 8.532, 1.486], [9.521, 7.665, 2.268], [9.043, 8.545, 3.460], [7.890, 12.050, 6.301], [9.421, 12.700, 6.214], [8.911, 11.860, 7.708], [8.766, 9.639, 6.166], [10.445, 10.281, 6.415], [10.499, 11.460, 4.505], [8.842, 11.069, 4.086], [11.064, 7.891, 5.053], [12.054, 9.399, 4.824], [11.874, 8.117, 3.528], [11.579, 10.246, 2.295], [9.864, 10.573, 1.901], [11.463, 7.990, 1.505], [10.241, 8.742, 0.453], [9.901, 6.690, 2.573], [8.635, 7.488, 1.657], [8.776, 7.912, 4.306], [8.183, 9.162, 3.198], [14.585, -2.006, -1.719], [15.072, -0.556, -1.868], [16.127, -0.189, -0.682], [16.845, 1.182, -0.845], [17.243, 1.474, -2.302], [18.171, 1.191, -0.038], [18.205, 2.455, 0.768], [17.045, 3.407, 0.246], [16.033, 2.395, -0.357], [14.073, -2.358, -2.615], [13.921, -2.206, -0.879], [15.397, -2.730, -1.650], [14.197, 0.077, -1.727], [15.386, -0.423, -2.903], [16.926, -0.924, -0.785], [15.643, -0.151, 0.293], [18.046, 2.189, -2.484], [16.355, 1.707, -2.889], [17.564, 0.509, -2.694], [18.970, 1.003, -0.754], [17.971, 0.323, 0.590], [19.136, 3.013, 0.666], [18.139, 2.223, 1.831], [17.460, 4.111, -0.475], [16.533, 3.914, 1.064], [15.334, 2.797, -1.090], [15.446, 1.996, 0.469], [18.919, 3.086, 5.353], [18.868, 2.734, 6.903], [19.678, 3.822, 7.675], [19.645, 3.690, 9.161], [18.165, 3.701, 9.642], [20.394, 2.409, 9.658], [20.745, 2.621, 11.116], [21.052, 4.136, 11.132], [20.408, 4.803, 9.919], [18.399, 4.024, 5.161], [18.426, 2.395, 4.669], [19.927, 3.202, 4.954], [19.418, 1.794, 6.884], [17.795, 2.664, 7.084], [19.543, 4.879, 7.443], [20.734, 3.692, 7.440], [17.666, 4.532, 9.143], [18.234, 3.808, 10.724], [17.752, 2.722, 9.397], [19.836, 1.532, 9.330], [21.329, 2.476, 9.102], [19.882, 2.488, 11.769], [21.601, 2.066, 11.500], [20.653, 4.566, 12.051], [22.111, 4.357, 11.005], [19.722, 5.599, 10.210], [21.146, 5.290, 9.282], [11.965, 11.060, -2.926], [11.137, 9.957, -3.807], [12.366, 11.796, -4.392], [10.654, 11.972, -2.626], [12.839, 12.073, -1.989], [11.596, 10.385, -1.492], [13.283, 10.185, -2.947], [14.817, 7.538, 1.699], [15.725, 6.749, 2.858], [13.532, 6.539, 1.759], [14.211, 8.373, 2.903], [13.980, 8.549, 0.690], [16.032, 8.672, 1.614], [15.573, 6.846, 0.430]], "mulliken_charge": [-0.79, 0.40, -0.62, 0.45, -1.09, -0.46, -1.06, 0.02, 0.25, -0.43, 0.32, 0.52, 0.46, -0.17, -0.02, 0.55, 0.34, 0.43, 0.42, 0.50, 0.25, 0.35, 0.42, -0.15, 0.42, -0.09, -0.17, -1.37, 0.85, -1.02, 0.48, -1.09, -0.48, -0.86, 0.42, -0.36, 0.38, 0.42, 0.17, -0.21, 0.03, 0.51, 0.46, 0.02, 0.41, 0.56, 0.31, 0.48, 0.42, 0.38, -0.80, 0.64, -0.24, 0.49, -1.21, -0.39, -0.10, 0.80, -1.05, 0.11, 0.93, -0.14, -0.66, 0.44, 0.34, 0.09, 0.45, 0.17, -0.28, 0.65, 0.36, 0.42, 0.26, 0.62, -0.94, -0.78, 0.06, 0.24, 0.00, 0.54, 0.07, -1.52, -0.14, -0.83, 0.45, -1.00, -0.73, 0.43, 0.27, -1.17, 0.36, 0.36, 0.40, 0.32, 0.31, 0.40, 0.53, 0.37, 0.42, 0.38, 0.30, 0.29, -0.41, 0.35, 0.32, -0.23, 0.39, 0.42, -1.40, 0.64, -1.18, 0.03, -1.10, -0.83, 0.00, -0.45, -0.59, 0.48, 0.50, 0.08, 0.11, 0.14, 0.39, 0.40, 0.48, 0.47, 0.41, 0.46, 0.40, 0.54, -0.28, 0.47, 0.12, 0.41, 0.34, -1.50, -0.05, -1.02, 0.55, -1.45, -0.85, 0.56, 0.34, -1.07, 0.40, 0.37, 0.38, 0.26, 0.31, 0.56, 0.50, 0.57, 0.43, 0.40, 0.40, 0.38, -0.60, 0.13, 0.49, -0.17, 0.40, 0.31, -1.43, 0.22, -1.19, 0.47, -0.02, -0.40, 0.29, -0.72, -0.71, 0.39, 0.36, 0.39, 0.27, 0.10, 0.52, 0.49, 0.12, 0.41, -0.48, -0.25, 0.56, -0.86, 0.92, 0.18, 0.40, 0.42, 0.46, -1.44, -0.27, -0.76, 0.53, -1.28, -0.62, -0.10, 1.34, -0.66, 0.40, 0.36, 0.38, 0.25, 0.38, 0.62, 0.31, 0.35, 0.38, 0.48, 0.36, 0.39, 0.33, -0.11, -0.96, -0.14, 0.50, -0.13, -1.36, 0.10, -1.02, 0.38, -1.10, -0.58, -0.65, -0.66, -0.55, -0.04, 0.43, 0.55, 0.44, 0.19, 0.41, 0.41, 0.30, 0.52, 0.35, 0.45, 0.39, 0.31, 0.39, 0.34, 0.36, 0.33, 0.34, 1.19, -0.36, -0.38, -0.37, -0.33, -0.37, -0.31, 0.89, -0.35, -0.30, -0.08, -0.52, -0.48, -0.18]}

---

E_tot values (in Ha) by entry order: -324.00503 -2462.21177 -5211.97548.
F_max values (in eV/A) by entry order: 5.0 3.7 3.6.